Below is a molecular structure, C33H60N3OP2Se2V, with properties calculated with ωB97M-V/def2-TZVPD.

Summary:
- spin multiplicity = 4
- net charge = +1
- gap between HOMO and LUMO (alpha / beta) (eV) = 7.3 / 7.4
- ⟨S²⟩ = 3.7645
- maximum force (eV/A) = 0.7

Last column: natural (NBO) charge in e.
Geometry (Å):
Se -1.646 -2.940 -1.777  0.3059
Se -0.013 -3.289 1.481  0.3455
V 0.387 -0.161 0.449  0.9372
P 2.057 -0.495 -1.438  0.8239
P -1.045 1.341 1.828  0.8260
O 1.688 -0.637 2.008  -0.7159
N -0.482 0.835 -1.026  -0.9035
N 3.378 -0.838 3.498  -0.3719
N -3.438 -0.239 0.051  -1.0738
C 2.168 -3.262 -1.677  -0.6016
C 4.195 -2.083 -0.784  -0.6082
C -0.390 0.296 -2.326  0.2848
C -1.434 2.943 -1.855  -0.2845
C 1.216 2.961 1.707  -0.5917
C -2.400 3.541 0.646  -0.1306
C -3.472 5.673 -0.171  -0.6282
C 0.779 -0.384 -2.709  -0.4451
C -1.671 2.364 0.467  -0.4476
C 0.867 -0.993 -3.956  -0.1269
C -2.074 -4.243 -0.386  -0.5777
C -0.182 -0.961 -4.865  -0.0651
C 4.019 0.700 -3.096  -0.6161
C -0.081 -1.653 -6.196  -0.6271
C -1.340 -0.297 -4.474  -0.1793
C 0.158 2.471 2.690  -0.4926
C 3.211 0.908 -1.818  -0.4902
C -1.453 0.312 -3.235  -0.2864
C -3.406 -2.923 -2.595  -0.7769
C -2.256 0.962 3.181  -0.4896
C -2.620 -0.521 3.245  -0.5913
C 2.434 2.223 -1.896  -0.5951
C -1.082 -3.658 3.062  -0.7784
C -0.435 3.650 3.457  -0.6145
C -1.209 2.020 -0.821  0.2735
C -2.152 4.102 -1.643  -0.1671
C 2.705 -1.895 4.240  -0.4240
C -3.520 1.815 3.235  -0.6053
C 2.798 -0.293 2.439  0.5543
C -2.677 4.417 -0.391  -0.0617
C 4.611 -0.284 4.041  -0.4051
C 3.035 -2.013 -1.779  -0.5131
C -0.817 -4.664 0.346  -0.5639
H -4.152 1.471 4.056  0.2197
H 3.459 -2.545 4.677  0.2196
H 0.778 3.638 0.970  0.2278
H 3.439 -1.940 -2.792  0.2292
H -0.950 4.336 2.785  0.2172
H -4.088 1.710 2.310  0.2213
H -4.000 0.518 -0.325  0.3702
H 3.381 0.490 1.939  0.1582
H -2.872 6.562 -0.369  0.2223
H 3.812 -2.203 0.234  0.2030
H -2.513 -5.112 -0.878  0.2290
H 4.715 -0.135 -3.029  0.2095
H -3.315 2.872 3.398  0.2081
H -1.796 -1.158 2.925  0.1974
H -2.894 -0.786 4.269  0.2100
H 4.830 -1.196 -0.811  0.2104
H 1.775 -1.520 -4.230  0.2013
H 5.265 -1.098 4.347  0.2190
H -2.775 -0.520 -0.666  0.3766
H 4.826 -2.946 -1.001  0.2276
H -2.767 3.792 1.631  0.2003
H 3.357 0.531 -3.948  0.2166
H -4.060 -1.026 0.201  0.3588
H -2.305 4.784 -2.472  0.2145
H 2.083 -2.470 3.559  0.2373
H 4.405 0.349 4.905  0.2114
H -3.356 -2.244 -3.442  0.2379
H 1.361 -3.274 -2.409  0.2324
H -4.340 5.713 -0.830  0.2229
H -4.153 -2.561 -1.891  0.2149
H -2.381 0.799 -2.965  0.2251
H 1.724 -3.336 -0.680  0.1960
H -2.141 -3.540 2.845  0.2259
H -3.832 5.735 0.856  0.2139
H 3.898 0.961 -0.964  0.2145
H 0.917 -1.552 -6.622  0.2197
H -0.871 -4.667 3.409  0.2295
H -0.291 -2.721 -6.103  0.2226
H -1.649 1.183 4.067  0.2199
H -1.030 2.748 -2.838  0.2236
H -2.183 -0.258 -5.155  0.2152
H -2.813 -3.825 0.300  0.2117
H 0.639 1.797 3.413  0.2102
H 4.602 1.598 -3.312  0.2247
H 2.002 3.506 2.235  0.2183
H 1.824 2.247 -2.801  0.2172
H -3.465 -0.735 2.596  0.2253
H 5.119 0.300 3.277  0.2187
H -0.793 -1.239 -6.909  0.2212
H 0.363 4.214 3.944  0.2182
H -0.803 -2.942 3.832  0.2318
H 1.766 2.377 -1.050  0.2191
H 2.783 -4.152 -1.827  0.2215
H -3.666 -3.919 -2.946  0.2244
H 1.687 2.143 1.152  0.1949
H -1.012 -5.507 1.010  0.2338
H 2.087 -1.477 5.037  0.2114
H -1.132 3.336 4.233  0.2112
H -0.046 -4.974 -0.360  0.2358
H 3.134 3.059 -1.944  0.2187